(1)
The following is a quantum chemistry calculation of a single FHIOP molecule at a distorted geometry, from the OMol25 dataset.

Each line ends with the Löwdin charge.
Geometry (Å):
O  -0.204  -1.529  -0.313  -0.513
I  2.661  -0.442  0.722  0.343
F  0.307  -2.813  0.056  -0.167
P  0.274  -0.446  0.822  0.374
H  -0.097  0.316  -0.377  -0.037

Kohn-Sham gap ... 9.49 eV
Energy ... -22167.143 eV
Relative energy (zero: lowest compared OMol25 entry of this formula, charge and spin) ... 5.2328 eV
Molar mass ... 193.88 g mol⁻¹
SMILES ... FOPI

(2)
The following is a quantum chemistry calculation of a molecular structure, C36H29AsN4O6S3Ti at a distorted geometry, from the OMol25 dataset.

Each line ends with the Löwdin charge.
Geometry (Å):
H  -4.347  3.855  0.917  0.083
H  3.169  -2.737  4.164  0.092
O  -1.623  -1.836  -1.068  -0.164
S  0.286  0.048  -6.378  0.908
H  3.414  -0.606  -0.316  0.093
C  -1.076  -3.972  -1.855  -0.086
H  -0.526  5.389  1.606  0.080
H  -3.740  4.311  -1.463  0.097
H  -0.779  -4.714  0.225  0.148
C  -0.046  -1.090  2.883  -0.173
C  0.366  2.147  2.067  -0.418
C  -0.716  4.307  3.453  -0.134
H  -3.132  -4.188  0.597  0.113
C  2.323  -1.280  2.835  -0.077
S  2.102  1.618  -2.625  0.715
H  0.872  -1.930  -4.991  0.088
C  -2.110  -2.838  -2.015  -0.222
O  0.262  -4.671  -3.694  0.025
H  -1.097  -2.379  4.240  0.092
H  -3.708  -2.516  0.677  0.110
O  0.688  -2.681  -2.754  -0.128
C  0.388  -0.959  -4.985  -0.462
C  -0.129  -2.083  3.852  -0.102
O  1.592  -4.168  0.271  0.065
C  -3.071  -3.205  0.126  -0.084
C  -1.629  -2.706  0.102  -0.238
H  -3.515  1.829  2.047  0.093
H  -2.047  0.227  0.853  0.074
H  2.816  3.038  1.847  0.084
As  1.035  0.735  0.896  1.326
C  -0.658  -3.793  -0.336  -0.086
C  -0.497  3.103  4.121  -0.135
C  -0.717  0.796  -4.150  -0.371
H  -0.960  -0.603  2.564  0.083
H  6.751  1.942  0.538  0.085
C  -3.435  -3.227  -1.385  -0.095
H  0.981  -3.469  5.071  0.086
N  -1.225  0.684  -1.817  0.028
N  -2.070  2.466  -2.903  0.166
H  -1.533  -4.939  -2.041  0.144
C  -0.372  4.444  2.118  -0.153
H  -4.191  -2.480  -1.615  0.113
N  -0.162  -0.484  -3.933  -0.071
C  0.186  3.379  1.377  -0.773
S  0.699  3.578  -0.281  0.466
O  3.459  1.830  -3.118  -0.544
C  3.814  0.289  0.149  -0.138
C  -2.422  1.106  0.349  -0.046
H  -0.742  2.997  5.172  0.077
C  5.176  0.560  0.058  -0.093
C  2.956  1.169  0.809  -0.386
C  3.475  2.337  1.356  -0.112
H  5.225  3.529  1.691  0.089
C  0.781  -3.341  -0.104  -0.568
C  -3.254  2.010  1.011  -0.108
C  2.254  -2.275  3.811  -0.093
H  -2.024  3.243  -3.535  0.145
H  5.823  -0.130  -0.472  0.097
C  4.837  2.608  1.268  -0.097
C  0.045  -3.799  -2.855  -0.593
H  3.293  -0.995  2.460  0.092
H  -1.148  5.151  3.984  0.082
C  -2.048  1.381  -0.954  -0.251
H  -2.162  -2.400  -3.003  0.161
C  -3.726  3.154  0.373  -0.125
C  0.051  2.034  3.419  -0.123
H  -3.779  -4.199  -1.737  0.111
C  -3.388  3.416  -0.960  -0.045
H  -0.758  2.244  -5.870  0.035
C  -1.270  1.344  -3.003  -0.307
C  -0.590  1.252  -5.477  -0.394
Ti  0.302  -0.866  -1.738  0.891
C  1.031  -2.688  4.322  -0.115
N  1.708  0.231  -2.235  -0.469
H  0.236  1.113  3.948  0.080
O  1.033  -2.068  -0.294  -0.200
C  5.693  1.720  0.621  -0.114
C  -2.561  2.519  -1.594  -0.212
H  -1.314  -2.146  0.967  0.125
C  1.173  -0.670  2.342  -0.336

Kohn-Sham gap (spin up / spin down) ... 4.20 / 5.77 eV
Energy ... -172513.178 eV
Spin multiplicity ... 3
Relative energy (zero: lowest compared OMol25 entry of this formula, charge and spin) ... 0.4767 eV
Expectation value of S² ... 2.04
Molar mass ... 832.64 g mol⁻¹
Net charge ... -2

(3)
The following is a quantum chemistry calculation of a single C4H9NO2 molecule at a distorted geometry, from the OMol25 dataset.

Each line ends with the Löwdin charge.
Geometry (Å):
N  -0.462  0.118  -0.993  0.035
C  0.260  -0.326  0.185  -0.371
C  0.249  0.765  1.242  -0.250
H  0.061  0.487  -1.772  0.136
H  2.241  0.086  -0.604  0.084
H  0.994  0.542  2.009  0.122
H  -1.696  0.791  1.209  0.056
H  -0.286  -1.195  0.577  0.159
C  1.657  -0.766  -0.238  -0.052
O  -0.993  0.873  1.880  -0.054
H  0.547  1.699  0.732  0.127
C  -1.796  -0.034  -1.201  -0.331
H  2.190  -1.202  0.611  0.083
H  -1.903  -0.409  -2.226  0.131
O  -2.680  0.088  -0.373  0.041
H  1.616  -1.516  -1.037  0.083

Kohn-Sham gap ... 10.59 eV
Energy ... -9878.791 eV
Relative energy (zero: lowest compared OMol25 entry of this formula, charge and spin) ... 1.2697 eV
Molar mass ... 103.12 g mol⁻¹
SMILES ... C[C@@H](CO)NC=O

(4)
The following is a quantum chemistry calculation of 2 unconnected molecules or ions with the total composition C4H7NO2 at a distorted geometry, from the OMol25 dataset.

Each line ends with the Löwdin charge.
Geometry (Å):
H  -1.558  1.459  -0.332  0.187
C  2.897  0.146  -0.323  -0.081
O  -1.260  -0.563  -0.405  -0.149
H  0.983  1.574  0.707  0.086
C  -0.692  0.576  -0.063  -0.172
H  -3.064  -1.543  -0.390  0.131
H  3.420  1.486  -1.225  0.254
H  -2.410  -0.544  1.079  0.099
O  3.802  -0.854  -0.080  -0.179
H  1.372  -1.510  0.443  0.210
H  -3.103  0.137  -0.271  0.025
C  -2.529  -0.619  0.009  -0.152
C  0.629  0.633  0.372  -0.255
N  1.513  -0.379  0.480  -0.007

Kohn-Sham gap ... 7.09 eV
Energy ... -9838.416 eV
Relative energy (zero: lowest compared OMol25 entry of this formula, charge and spin) ... 8.8640 eV
Molar mass ... 101.10 g mol⁻¹